1.
DFT (ωB97M-V/def2-TZVPD) results for 2 unconnected molecules or ions with the total composition C5H14.

```
! RIJCOSX wB97M-V def2-TZVPD def2/J DEFGRID3
* xyz 0 1
C 0.99 -0.93 -0.89
C 1.14 -2.36 -0.32
C -0.28 2.36 0.92
C -1.28 1.46 1.63
C -0.34 -0.72 -1.59
H -0.33 -0.93 -2.66
H 2.16 -2.47 0.03
H 0.47 -2.50 0.52
H -1.51 1.84 2.63
H -2.18 1.22 1.07
H 0.90 -3.07 -1.11
H 0.03 1.85 0.00
H -0.70 0.30 -1.50
H 1.88 -0.64 -1.45
H 0.62 2.44 1.52
H -0.72 3.28 0.53
H -1.10 -1.38 -1.16
H 1.08 -0.25 -0.03
H -0.83 0.51 1.85
*
```

Properties
Highest occupied orbital energy: -11.216 eV
Frontier orbital gap: 12.3666 eV
Structure (SMILES): CCC.CC

=====

2.
DFT (ωB97M-V/def2-TZVPD) results for 2 unconnected molecules or ions with the total composition C5H14.

```
! RIJCOSX wB97M-V def2-TZVPD def2/J DEFGRID3
* xyz 0 1
C -1.35 -1.67 1.44
C 1.24 2.39 -1.16
C 0.76 2.51 0.29
C -0.12 -1.46 -0.76
C -0.79 -2.41 0.23
H -0.65 -0.65 -1.27
H 0.75 3.14 -1.78
H 1.11 1.65 0.86
H -1.57 -2.99 -0.28
H -0.63 -0.96 1.83
H -0.32 2.58 0.34
H 1.02 1.42 -1.59
H -1.64 -2.31 2.29
H 0.00 -3.11 0.51
H 1.14 3.41 0.80
H 0.70 -0.94 -0.24
H 0.29 -2.05 -1.57
H 2.31 2.56 -1.12
H -2.25 -1.13 1.17
*
```

Properties
Highest occupied orbital energy: -11.422 eV
Frontier orbital gap: 12.5697 eV
Structure (SMILES): CCC.CC

=====

3.
DFT (ωB97M-V/def2-TZVPD) results for 2 unconnected molecules or ions with the total composition C5H14.

```
! RIJCOSX wB97M-V def2-TZVPD def2/J DEFGRID3
* xyz 0 1
C -1.08 2.14 1.17
C 2.62 -1.91 0.17
C -1.70 0.62 -0.92
C 1.72 -1.72 -1.02
C -1.82 0.95 0.66
H 2.40 -1.23 -1.80
H -0.77 0.48 -1.25
H -2.31 -0.31 -1.21
H -1.38 2.44 2.08
H -1.92 1.48 -1.43
H 0.14 2.14 1.28
H 3.53 -2.49 0.18
H 3.00 -0.80 0.43
H 2.28 -2.61 0.97
H -2.92 1.26 0.76
H 1.42 -2.74 -1.20
H 0.80 -1.15 -0.87
H -1.47 0.04 1.22
H -1.29 3.01 0.47
*
```

Properties
Highest occupied orbital energy: -10.731 eV
Frontier orbital gap: 11.7827 eV
Structure (SMILES): CCC.CC

=====

4.
DFT (ωB97M-V/def2-TZVPD) results for 2 unconnected molecules or ions with the total composition C5H14.

```
! RIJCOSX wB97M-V def2-TZVPD def2/J DEFGRID3
* xyz 0 1
C 1.22 -2.25 -2.34
C 1.29 -0.99 -1.53
C -1.22 1.61 1.05
C -1.81 0.26 1.54
C 0.18 1.76 1.65
H 2.28 -0.77 -1.14
H 0.25 1.67 2.75
H -2.80 0.51 1.88
H -1.84 -0.38 0.60
H 0.56 2.75 1.30
H 0.35 -2.89 -2.31
H 1.28 -1.94 -3.43
H -1.08 -0.35 2.06
H -1.89 2.38 1.49
H -1.15 1.82 -0.03
H 0.89 0.99 1.34
H 0.62 -1.07 -0.68
H 1.99 -3.00 -2.14
H 0.90 -0.10 -2.07
*
```

Properties
Highest occupied orbital energy: -10.789 eV
Frontier orbital gap: 11.8792 eV
Structure (SMILES): CCC.CC

=====

Taking the most stable structure as the zero point, the relative energies in kJ/mol are 1 6.3; 2 0.0; 3 199.3; 4 76.3.

=====

1.
DFT (ωB97M-V/def2-TZVPD) results for 2 unconnected molecules or ions with the total composition C5H14.

```
! RIJCOSX wB97M-V def2-TZVPD def2/J DEFGRID3
* xyz 0 1
C -1.88 -0.87 -1.54
C 2.77 1.41 0.32
C 1.30 1.54 0.84
C 0.60 0.22 1.04
C -2.39 -1.87 -0.50
H -0.19 0.27 1.80
H -0.83 -0.90 -1.78
H 1.34 -0.49 1.45
H -1.96 -1.83 0.51
H 2.88 1.81 -0.68
H -2.07 -2.89 -0.77
H 0.69 2.16 0.16
H -3.46 -1.78 -0.47
H 3.39 2.01 0.98
H -2.24 0.14 -1.29
H 3.06 0.36 0.34
H 1.34 2.12 1.76
H 0.15 -0.34 0.23
H -2.50 -1.05 -2.42
*
```

Properties
Highest occupied orbital energy: -11.198 eV
Frontier orbital gap: 12.3518 eV
Structure (SMILES): CCC.CC

=====

2.
DFT (ωB97M-V/def2-TZVPD) results for 2 unconnected molecules or ions with the total composition C5H14.

```
! RIJCOSX wB97M-V def2-TZVPD def2/J DEFGRID3
* xyz 0 1
C -0.36 -1.51 -2.12
C 1.59 -1.09 -0.54
C 0.21 -0.59 -1.09
C -0.67 2.21 2.18
C -0.76 0.89 1.42
H -1.73 0.75 0.93
H -0.55 0.05 2.08
H 1.37 -1.95 0.11
H 2.15 -0.37 0.14
H 0.50 0.33 -1.56
H -0.77 3.10 1.56
H 2.15 -1.35 -1.33
H 0.23 2.49 2.66
H -1.43 2.30 2.88
H -1.30 -1.92 -1.73
H -0.72 -1.12 -3.02
H 0.11 0.86 0.74
H 0.37 -2.25 -2.37
H -0.48 -0.44 -0.24
*
```

Properties
Highest occupied orbital energy: -10.985 eV
Frontier orbital gap: 12.0651 eV
Structure (SMILES): CCC.CC

=====

Taking the most stable structure as the zero point, the relative energies in kJ/mol are 1 0.0; 2 66.8.

=====

1.
DFT (ωB97M-V/def2-TZVPD) results for 2 unconnected molecules or ions with the total composition C5H14.

```
! RIJCOSX wB97M-V def2-TZVPD def2/J DEFGRID3
* xyz 0 1
C 0.16 -1.38 -0.22
C 0.60 2.47 0.75
C 1.22 -1.59 -1.30
C -1.20 -1.97 -0.73
C -0.69 2.19 1.48
H 1.18 -2.62 -1.66
H 1.28 1.61 0.73
H 0.40 -1.75 0.77
H -1.58 -2.64 0.03
H 1.12 -0.90 -2.13
H -0.48 1.64 2.39
H -1.22 3.11 1.71
H 0.44 2.54 -0.34
H 1.09 3.34 1.17
H 2.23 -1.49 -0.88
H -0.10 -0.34 -0.10
H -1.18 -2.51 -1.67
H -1.29 1.53 0.85
H -2.00 -1.23 -0.84
*
```

Properties
Highest occupied orbital energy: -11.183 eV
Frontier orbital gap: 12.2749 eV
Structure (SMILES): CCC.CC

=====

2.
DFT (ωB97M-V/def2-TZVPD) results for 2 unconnected molecules or ions with the total composition C5H14.

```
! RIJCOSX wB97M-V def2-TZVPD def2/J DEFGRID3
* xyz 0 1
C -2.39 0.13 0.60
C -2.53 -0.53 -0.77
C 3.33 0.66 0.96
C 2.15 -0.21 0.55
C -1.28 -0.15 -1.55
H 3.30 1.80 0.77
H 4.15 0.21 0.37
H -2.91 -0.44 1.44
H -1.00 -0.51 -2.53
H -0.41 -0.65 -0.94
H -2.71 -1.52 -0.77
H 2.34 -1.14 -0.25
H 1.45 0.49 -0.04
H 1.60 -0.73 1.31
H -2.73 1.14 0.78
H 3.66 0.42 1.92
H -3.35 -0.03 -1.38
H -1.27 0.97 -1.54
H -1.41 0.10 1.07
*
```

Properties
Highest occupied orbital energy: -10.852 eV
Frontier orbital gap: 11.9473 eV
Structure (SMILES): CCC.CC

=====

3.
DFT (ωB97M-V/def2-TZVPD) results for 2 unconnected molecules or ions with the total composition C5H14.

```
! RIJCOSX wB97M-V def2-TZVPD def2/J DEFGRID3
* xyz 0 1
C -1.10 -1.59 -2.39
C 1.65 1.06 2.58
C -1.93 -1.71 -1.18
C 0.75 0.71 1.36
C 0.99 1.72 0.16
H -1.89 -2.56 -0.65
H -1.27 -2.60 -2.90
H -1.42 -0.92 -3.14
H 0.49 2.74 0.32
H 1.16 0.61 3.41
H 2.64 0.59 2.37
H -2.91 -1.69 -1.46
H 1.68 2.20 2.69
H -1.82 -0.81 -0.67
H 0.89 -0.34 0.93
H -0.05 -1.42 -2.21
H 0.43 1.45 -0.75
H -0.34 0.68 1.56
H 2.07 1.89 -0.03
*
```

Properties
Highest occupied orbital energy: -11.136 eV
Frontier orbital gap: 12.2428 eV
Structure (SMILES): CCC.CC

=====

4.
DFT (ωB97M-V/def2-TZVPD) results for 2 unconnected molecules or ions with the total composition C5H14.

```
! RIJCOSX wB97M-V def2-TZVPD def2/J DEFGRID3
* xyz 0 1
C -1.36 -2.16 0.47
C 1.51 1.49 -1.07
C 1.20 1.45 0.45
C -1.39 -1.78 1.96
C 0.31 1.45 -2.04
H 1.14 0.43 0.84
H 2.10 1.86 0.90
H 0.53 2.11 -2.88
H -0.89 -2.55 2.56
H -2.42 -1.81 2.33
H 2.02 2.44 -1.23
H -2.14 -2.89 0.28
H 0.37 0.46 -2.52
H -0.92 -0.81 2.07
H -0.41 -2.60 0.17
H 2.18 0.65 -1.22
H -1.41 -1.28 -0.17
H 0.30 1.94 0.81
H -0.71 1.62 -1.71
*
```

Properties
Highest occupied orbital energy: -11.199 eV
Frontier orbital gap: 12.3151 eV
Structure (SMILES): CCC.CC

=====

Taking the most stable structure as the zero point, the relative energies in kJ/mol are 1 0.0; 2 130.2; 3 70.6; 4 9.4.

=====

1.
DFT (ωB97M-V/def2-TZVPD) results for 2 unconnected molecules or ions with the total composition C5H14.

```
! RIJCOSX wB97M-V def2-TZVPD def2/J DEFGRID3
* xyz 0 1
C -0.35 0.12 2.79
C 1.13 -1.36 -1.74
C 0.27 -0.18 -2.15
C 0.97 1.18 -1.98
C -1.88 0.20 2.48
H 0.52 -2.25 -1.55
H 1.76 -1.65 -2.58
H 0.40 1.86 -1.35
H -0.61 -0.13 -1.51
H -0.09 -0.24 -3.17
H 1.69 -1.28 -0.80
H -2.15 1.20 2.13
H -2.45 0.11 3.42
H -2.24 -0.61 1.85
H 1.96 1.07 -1.55
H -0.01 -0.88 2.54
H 1.13 1.74 -2.92
H 0.16 0.88 2.21
H -0.23 0.23 3.86
*
```

Properties
Highest occupied orbital energy: -11.329 eV
Frontier orbital gap: 12.3959 eV
Structure (SMILES): CCC.CC

=====

2.
DFT (ωB97M-V/def2-TZVPD) results for 2 unconnected molecules or ions with the total composition C5H14.

```
! RIJCOSX wB97M-V def2-TZVPD def2/J DEFGRID3
* xyz 0 1
C 1.92 0.77 -0.63
C -0.83 -1.96 0.47
C -2.16 -1.28 0.12
C 2.78 1.95 -0.80
C -2.23 0.14 0.78
H 0.87 0.94 -0.38
H 2.81 2.44 -1.87
H -0.83 -2.99 0.34
H -3.04 -1.97 0.45
H -2.32 0.23 1.87
H 2.06 0.07 -1.37
H -2.38 -1.32 -0.86
H 2.34 0.14 0.22
H -0.01 -1.34 -0.10
H -3.18 0.65 0.42
H -0.63 -1.89 1.57
H 2.49 2.80 -0.18
H -1.49 0.89 0.51
H 3.82 1.72 -0.56
*
```

Properties
Highest occupied orbital energy: -11.034 eV
Frontier orbital gap: 12.1284 eV
Structure (SMILES): CCC.CC

=====

Taking the most stable structure as the zero point, the relative energies in kJ/mol are 1 0.0; 2 81.5.

=====

1.
DFT (ωB97M-V/def2-TZVPD) results for 2 unconnected molecules or ions with the total composition C5H14.

```
! RIJCOSX wB97M-V def2-TZVPD def2/J DEFGRID3
* xyz 0 1
C -0.56 -1.72 -0.35
C 0.53 -0.85 -0.98
C -0.52 2.03 1.34
C 0.27 1.09 2.25
C 0.36 -0.77 -2.50
H 0.00 2.28 0.41
H 1.47 -1.34 -0.76
H 0.50 0.22 -2.93
H -0.03 0.06 2.13
H -0.65 -2.66 -0.88
H -1.53 -1.22 -0.32
H -1.49 1.63 1.08
H -0.30 -1.93 0.69
H 0.21 1.35 3.31
H -0.63 -1.10 -2.84
H 1.34 1.20 2.04
H 1.10 -1.40 -3.01
H -0.65 3.01 1.80
H 0.56 0.12 -0.49
*
```

Properties
Highest occupied orbital energy: -11.395 eV
Frontier orbital gap: 12.5477 eV
Structure (SMILES): CCC.CC

=====

2.
DFT (ωB97M-V/def2-TZVPD) results for 2 unconnected molecules or ions with the total composition C5H14.

```
! RIJCOSX wB97M-V def2-TZVPD def2/J DEFGRID3
* xyz 0 1
C 1.07 1.25 -1.06
C -3.33 -0.28 0.62
C -2.68 -1.03 1.77
C 2.39 0.49 -1.35
C 2.83 -0.35 -0.14
H 2.34 -1.33 -0.11
H 1.10 2.00 -1.84
H -2.04 -1.90 1.60
H 0.93 1.53 -0.02
H -3.81 0.66 0.89
H -4.16 -0.84 0.15
H -2.08 -0.32 2.34
H 2.61 0.07 0.84
H 3.23 1.15 -1.59
H 2.17 -0.16 -2.20
H 3.92 -0.50 -0.18
H -3.43 -1.37 2.48
H 0.22 0.59 -1.29
H -2.63 -0.30 -0.21
*
```

Properties
Highest occupied orbital energy: -11.100 eV
Frontier orbital gap: 12.1483 eV
Structure (SMILES): CCC.CC

=====

Taking the most stable structure as the zero point, the relative energies in kJ/mol are 1 0.0; 2 38.2.

=====

1.
DFT (ωB97M-V/def2-TZVPD) results for 2 unconnected molecules or ions with the total composition C5H14.

```
! RIJCOSX wB97M-V def2-TZVPD def2/J DEFGRID3
* xyz 0 1
C 1.30 -0.11 -0.56
C -2.99 -1.48 1.76
C -1.73 -1.67 0.93
C 1.49 2.29 -1.40
C 2.23 1.08 -0.83
H 2.78 1.33 0.07
H 1.61 -1.03 -1.04
H -3.88 -1.52 1.14
H -1.55 -0.83 0.25
H 1.13 2.05 -2.40
H 2.13 3.16 -1.47
H -1.85 -2.53 0.27
H 1.16 -0.37 0.50
H -2.92 -0.56 2.34
H 0.64 2.53 -0.75
H 3.03 0.79 -1.51
H 0.27 0.09 -0.87
H -0.78 -1.72 1.46
H -3.02 -2.28 2.50
*
```

Properties
Highest occupied orbital energy: -11.267 eV
Frontier orbital gap: 12.4014 eV
Structure (SMILES): CCC.CC

=====

2.
DFT (ωB97M-V/def2-TZVPD) results for 2 unconnected molecules or ions with the total composition C5H14.

```
! RIJCOSX wB97M-V def2-TZVPD def2/J DEFGRID3
* xyz 0 1
C 0.39 -1.78 0.12
C -1.20 3.14 0.33
C 1.21 -2.91 -0.57
C -1.58 2.27 -1.06
C 1.27 -1.16 1.15
H -0.72 1.57 -1.32
H -2.52 1.75 -0.82
H 2.41 -1.16 0.82
H 1.07 -1.67 2.17
H 0.90 -0.08 1.48
H -0.39 -2.45 0.49
H -0.33 2.57 0.67
H -2.07 3.26 1.02
H 1.28 -3.83 0.05
H -1.60 3.01 -1.79
H 0.58 -3.07 -1.44
H 2.19 -2.66 -0.77
H 0.07 -1.00 -0.51
H -0.94 4.18 -0.02
*
```

Properties
Highest occupied orbital energy: -10.862 eV
Frontier orbital gap: 11.9282 eV
Structure (SMILES): CCC.CC

=====

Taking the most stable structure as the zero point, the relative energies in kJ/mol are 1 0.0; 2 152.8.

=====

1.
DFT (ωB97M-V/def2-TZVPD) results for 2 unconnected molecules or ions with the total composition C5H14.

```
! RIJCOSX wB97M-V def2-TZVPD def2/J DEFGRID3
* xyz 0 1
C -0.09 1.88 -1.29
C -0.46 2.03 -2.77
C 0.66 -2.51 0.92
C -0.66 -0.61 1.81
C 0.88 -1.10 1.64
H 0.66 -3.40 1.65
H -1.08 -1.01 2.74
H -0.18 -2.45 0.20
H -0.76 0.40 1.95
H 1.46 -0.41 0.92
H 1.42 -1.23 2.57
H 1.61 -2.71 0.54
H -1.42 -0.89 1.12
H -1.52 2.32 -2.90
H -0.72 1.12 -0.70
H -0.24 1.14 -3.40
H -0.55 2.76 -0.76
H 1.00 1.68 -1.18
H -0.01 2.99 -3.05
*
```

Properties
Highest occupied orbital energy: -10.887 eV
Frontier orbital gap: 11.9875 eV
Structure (SMILES): CCC.CC

=====

2.
DFT (ωB97M-V/def2-TZVPD) results for 2 unconnected molecules or ions with the total composition C5H14.

```
! RIJCOSX wB97M-V def2-TZVPD def2/J DEFGRID3
* xyz 0 1
C 1.31 -0.63 2.26
C 0.12 1.78 -1.81
C -0.73 1.01 -2.85
C -0.54 -1.34 0.76
C -0.19 -0.86 2.14
H -1.74 1.47 -2.83
H 1.81 -1.48 2.81
H 1.01 1.35 -1.35
H -0.75 0.04 2.41
H -0.35 -0.62 -0.08
H 1.47 0.24 2.90
H -0.47 -1.58 2.92
H -1.56 -1.83 0.70
H 0.42 2.66 -2.37
H 1.77 -0.80 1.28
H -0.79 -0.06 -2.70
H -0.07 -2.24 0.49
H -0.37 1.79 -0.80
H -0.32 1.10 -3.88
*
```

Properties
Highest occupied orbital energy: -11.035 eV
Frontier orbital gap: 12.1359 eV
Structure (SMILES): CCC.CC

=====

3.
DFT (ωB97M-V/def2-TZVPD) results for 2 unconnected molecules or ions with the total composition C5H14.

```
! RIJCOSX wB97M-V def2-TZVPD def2/J DEFGRID3
* xyz 0 1
C -2.57 -0.90 1.00
C -0.84 -0.45 -0.82
C 2.26 0.66 0.60
C -2.03 0.09 -0.04
C 2.96 0.59 -0.74
H 2.76 1.44 -1.41
H -3.46 -1.43 0.66
H 2.58 -0.25 -1.34
H 1.25 1.05 0.65
H -2.82 0.33 -0.75
H -2.75 -0.43 1.97
H 2.24 -0.35 1.01
H 2.82 1.30 1.28
H 0.00 -0.62 -0.16
H -0.52 0.32 -1.54
H -1.81 1.05 0.44
H -1.10 -1.39 -1.32
H -1.85 -1.70 1.21
H 4.03 0.43 -0.68
*
```

Properties
Highest occupied orbital energy: -11.319 eV
Frontier orbital gap: 12.4720 eV
Structure (SMILES): CCC.CC

=====

Taking the most stable structure as the zero point, the relative energies in kJ/mol are 1 122.0; 2 96.7; 3 0.0.

=====

1.
DFT (ωB97M-V/def2-TZVPD) results for 2 unconnected molecules or ions with the total composition C5H14.

```
! RIJCOSX wB97M-V def2-TZVPD def2/J DEFGRID3
* xyz 0 1
C -2.02 0.89 -1.07
C 1.82 0.25 1.14
C 0.82 -1.64 -0.30
C 1.63 -0.33 -0.28
C -2.06 0.73 0.47
H -2.48 0.05 -1.57
H 1.54 -2.44 -0.14
H -2.42 1.89 -1.22
H -2.54 1.61 0.91
H 1.46 -0.40 1.93
H 1.34 1.23 1.22
H 0.29 -1.77 -1.24
H 1.26 0.44 -0.96
H 0.16 -1.70 0.56
H 2.63 -0.59 -0.60
H -1.08 0.74 1.00
H -2.43 -0.24 0.75
H -1.00 0.92 -1.48
H 2.87 0.45 1.34
*
```

Properties
Highest occupied orbital energy: -11.085 eV
Frontier orbital gap: 12.2763 eV
Structure (SMILES): CCC.CC

=====

2.
DFT (ωB97M-V/def2-TZVPD) results for 2 unconnected molecules or ions with the total composition C5H14.

```
! RIJCOSX wB97M-V def2-TZVPD def2/J DEFGRID3
* xyz 0 1
C 1.47 -0.24 2.15
C -0.41 1.10 -1.35
C 0.85 -1.63 2.03
C -0.18 -0.39 -1.19
C -1.77 1.42 -1.94
H -0.86 -0.78 -0.43
H 1.29 -2.20 1.21
H -1.88 1.06 -2.96
H -2.58 1.02 -1.32
H 1.66 0.17 1.15
H 0.78 0.47 2.61
H 0.84 -0.70 -1.01
H -1.97 2.49 -1.97
H -0.50 -0.91 -2.10
H 2.41 -0.22 2.71
H -0.23 1.57 -0.38
H 0.95 -2.25 2.92
H 0.36 1.53 -1.99
H -0.23 -1.51 1.88
*
```

Properties
Highest occupied orbital energy: -11.362 eV
Frontier orbital gap: 12.5285 eV
Structure (SMILES): CCC.CC

=====

Taking the most stable structure as the zero point, the relative energies in kJ/mol are 1 50.4; 2 0.0.